# 1
This record from the OMol25 dataset describes 8 unconnected molecules or ions with the total composition C74H75F5N3O16 in a non-equilibrium geometry. The level of theory is ωB97M-V/def2-TZVPD.

Each atom is followed by the atoms it is bonded to, with distances in Å.
Element x y z (Å)
1 C 12.7018 -1.7475 0.5200  C2 1.667, H43 1.173, H44 1.175, H45 1.183
2 C 13.2147 -1.4748 2.0830  C1 1.667, C3 1.650, H46 1.175, H47 1.184
3 C 11.9075 -1.2787 3.0698  C2 1.650, C4 1.667, H48 1.179, H49 1.189
4 C 11.4971 0.3211 3.2969  C3 1.667, C5 1.642, H50 1.189, H51 1.179
5 C 10.1656 0.7633 2.4444  C4 1.642, C6 1.640, H52 1.187, H53 1.174
6 C 8.9569 1.3029 3.4133  C5 1.640, C7 1.660, H54 1.186, H55 1.171
7 C 7.7522 2.1045 2.6006  C6 1.660, C8 1.656, H56 1.187, H57 1.178
8 C 6.5510 2.6320 3.6117  C7 1.656, C9 1.645, H58 1.187, H59 1.192
9 C 5.1218 2.8579 2.8301  C8 1.645, C10 1.654, H60 1.185, H61 1.188
10 C 3.9326 1.8551 3.3917  C9 1.654, C11 1.642, H62 1.192, H63 1.179
11 C 2.7905 2.6133 4.2955  C10 1.642, C12 1.643, H64 1.194, H65 1.189
12 C 1.4635 3.0129 3.4125  C11 1.643, C13 1.668, H66 1.194, H67 1.191
13 C 0.1253 2.0989 3.8060  C12 1.668, C14 1.649, H68 1.170, H69 1.194
14 C -1.2134 2.9192 3.3028  C13 1.649, C15 1.633, H70 1.194, H71 1.168
15 C -2.3298 3.1952 4.4619  C14 1.633, C16 1.638, H72 1.191, H73 1.191
16 C -3.8339 2.6230 4.1585  C15 1.638, C17 1.673, H74 1.194, H75 1.195
17 C -3.8407 1.1286 3.4066  C16 1.673, C18 1.675, N39 1.510
18 C -3.9835 1.0156 1.7419  C17 1.675, C19 1.628, C25 1.663
19 C -4.0730 2.2719 0.7096  C18 1.628, F20 1.513, F21 1.477, C22 1.673
20 F -3.3601 2.0440 -0.6051  C19 1.513
21 F -3.5430 3.5660 1.1842  C19 1.477
22 C -5.6841 2.4144 0.2833  C19 1.673, F23 1.481, F24 1.511, H76 1.194
23 F -6.1388 3.8209 0.1843  C22 1.481
24 F -6.5437 1.5706 1.1952  C22 1.511
25 C -4.0398 -0.5366 1.1465  C18 1.663, C26 1.629, C28 1.673
26 C -4.2309 -0.9767 -0.4099  C25 1.629, N27 1.544, H77 1.185, H78 1.191
27 N -5.2492 -2.1174 -0.6223  C26 1.544, H79 1.043, H80 1.063
28 C -3.8804 -1.7268 2.3114  C25 1.673, O29 1.502, N38 1.487
29 O -3.8677 -3.1699 1.8954  C28 1.502, C30 1.471
30 C -2.4409 -3.4570 1.6807  O29 1.471, O31 1.344, C32 1.668
31 O -1.6773 -2.8883 0.7323  C30 1.344
32 C -1.7192 -4.6013 2.6571  C30 1.668, C33 1.672, C37 1.648
33 C -1.6708 -6.2190 2.2357  C32 1.672, C34 1.664, H81 1.179
34 C -0.9219 -7.3520 3.1962  C33 1.664, C35 1.667, H82 1.187
35 C -0.2132 -6.8346 4.6132  C34 1.667, C36 1.671, H83 1.193
36 C -0.2307 -5.2325 5.0862  C35 1.671, C37 1.658, H84 1.186
37 C -1.0028 -4.1685 4.0765  C32 1.648, C36 1.658, H85 1.191
38 N -3.7432 -1.4595 3.7673  C28 1.487, N39 1.360
39 N -3.7208 -0.1634 4.1791  C17 1.510, N38 1.360, C40 1.548
40 C -3.5364 -0.0027 5.7075  N39 1.548, C41 1.668, H86 1.194, H87 1.169
41 C -4.9991 0.1832 6.4880  C40 1.668, F42 1.497, H88 1.179, H89 1.181
42 F -4.8176 1.3269 7.4370  C41 1.497
43 H 11.5825 -1.4120 0.4186  C1 1.173
44 H 13.3668 -1.1989 -0.2789  C1 1.175
45 H 12.7315 -2.9091 0.3000  C1 1.183
46 H 13.8307 -2.4293 2.3824  C2 1.175
47 H 13.9553 -0.5530 2.1334  C2 1.184
48 H 11.0164 -1.9069 2.6218  C3 1.179
49 H 12.2160 -1.7173 4.1312  C3 1.189
50 H 11.3382 0.4867 4.4633  C4 1.189
51 H 12.4124 0.9988 2.9938  C4 1.179
52 H 10.5218 1.5736 1.6534  C5 1.187
53 H 9.8195 -0.1699 1.8214  C5 1.174
54 H 9.4354 2.0107 4.2362  C6 1.186
55 H 8.4766 0.3674 3.9282  C6 1.171
56 H 8.2452 3.0601 2.0987  C7 1.187
57 H 7.3007 1.4653 1.7205  C7 1.178
58 H 6.4529 1.9595 4.5849  C8 1.187
59 H 6.8840 3.7042 4.0135  C8 1.192
60 H 4.8048 3.9946 2.9386  C9 1.185
61 H 5.2945 2.5948 1.6849  C9 1.188
62 H 3.4553 1.3118 2.4435  C10 1.192
63 H 4.4178 1.0054 4.0487  C10 1.179
64 H 2.4325 1.8507 5.1413  C11 1.194
65 H 3.2256 3.5697 4.8516  C11 1.189
66 H 1.6491 2.9809 2.2339  C12 1.194
67 H 1.2381 4.1579 3.6524  C12 1.191
68 H 0.1833 1.9180 4.9602  C13 1.170
69 H 0.1396 1.0398 3.2549  C13 1.194
70 H -0.8178 3.9857 2.9403  C14 1.194
71 H -1.5956 2.3779 2.3405  C14 1.168
72 H -1.8851 2.7509 5.4731  C15 1.191
73 H -2.4336 4.3639 4.6689  C15 1.191
74 H -4.4717 3.4265 3.5468  C16 1.194
75 H -4.3873 2.5877 5.2168  C16 1.195
76 H -5.7936 1.8937 -0.7854  C22 1.194
77 H -3.1878 -1.3826 -0.7977  C26 1.185
78 H -4.6187 -0.1114 -1.1308  C26 1.191
79 H -5.8242 -2.1474 0.2476  N27 1.043
80 H -4.7051 -3.0288 -0.6855  N27 1.063
81 H -2.1440 -6.5784 1.2178  C33 1.179
82 H -0.8851 -8.4880 2.8536  C34 1.187
83 H 0.3166 -7.6453 5.3093  C35 1.193
84 H 0.2916 -4.9077 6.1007  C36 1.186
85 H -0.9834 -3.0296 4.4241  C37 1.191
86 H -3.0997 -1.0240 6.1461  C40 1.194
87 H -2.7533 0.8197 5.9868  C40 1.169
88 H -5.8793 0.3999 5.7346  C41 1.179
89 H -5.1968 -0.7701 7.1567  C41 1.181
90 C 19.1477 -1.7434 0.3114  C91 1.337, C96 1.476, H98 1.083
91 C 18.0989 -0.9454 0.0887  C90 1.337, C92 1.476, H99 1.083
92 C 16.7300 -1.4891 -0.0102  C91 1.476, O93 1.223, C94 1.476
93 O 15.7697 -0.7597 -0.2160  C92 1.223
94 C 16.5650 -2.9477 0.1479  C92 1.476, C95 1.337, H100 1.083
95 C 17.6138 -3.7457 0.3706  C94 1.337, C96 1.476, H101 1.083
96 C 18.9826 -3.2020 0.4695  C90 1.476, C95 1.476, O97 1.223
97 O 19.9429 -3.9314 0.6753  C96 1.223
98 H 20.1584 -1.3609 0.3860  C90 1.083
99 H 18.2034 0.1265 -0.0288  C91 1.083
100 H 15.5543 -3.3302 0.0733  C94 1.083
101 H 17.5092 -4.8176 0.4881  C95 1.083
102 C -6.0523 -5.4533 2.2658  C103 1.337, C108 1.476, H110 1.083
103 C -7.1011 -4.6553 2.0432  C102 1.337, C104 1.476, H111 1.083
104 C -8.4700 -5.1990 1.9442  C103 1.476, O105 1.223, C106 1.476
105 O -9.4303 -4.4696 1.7384  C104 1.223
106 C -8.6350 -6.6576 2.1024  C104 1.476, C107 1.337, H112 1.083
107 C -7.5862 -7.4556 2.3251  C106 1.337, C108 1.476, H113 1.083
108 C -6.2174 -6.9119 2.4240  C102 1.476, C107 1.476, O109 1.223
109 O -5.2571 -7.6413 2.6298  C108 1.223
110 H -5.0416 -5.0708 2.3404  C102 1.083
111 H -6.9966 -3.5834 1.9256  C103 1.083
112 H -9.6457 -7.0401 2.0278  C106 1.083
113 H -7.6908 -8.5275 2.4426  C107 1.083
114 C -8.3561 -2.1718 -2.4857  C115 1.337, C120 1.476, H122 1.083
115 C -9.6329 -1.7780 -2.4527  C114 1.337, C116 1.476, H123 1.083
116 C -10.3164 -1.2922 -3.6676  C115 1.476, O117 1.223, C118 1.476
117 O -11.4844 -0.9297 -3.6378  C116 1.223
118 C -9.5353 -1.2599 -4.9200  C116 1.476, C119 1.337, H124 1.083
119 C -8.2585 -1.6537 -4.9531  C118 1.337, C120 1.476, H125 1.083
120 C -7.5750 -2.1396 -3.7382  C114 1.476, C119 1.476, O121 1.223
121 O -6.4070 -2.5021 -3.7679  C120 1.223
122 H -7.8396 -2.5302 -1.6037  C114 1.083
123 H -10.2196 -1.7964 -1.5420  C115 1.083
124 H -10.0518 -0.9016 -5.8021  C118 1.083
125 H -7.6718 -1.6354 -5.8637  C119 1.083
126 C 0.6161 0.3662 -1.8215  C127 1.337, C132 1.476, H134 1.083
127 C 0.6574 0.2423 -0.4913  C126 1.337, C128 1.476, H135 1.083
128 C 1.8605 0.6198 0.2762  C127 1.476, O129 1.223, C130 1.476
129 O 1.8999 0.5049 1.4935  C128 1.223
130 C 3.0151 1.1407 -0.4825  C128 1.476, C131 1.337, H136 1.083
131 C 2.9738 1.2645 -1.8126  C130 1.337, C132 1.476, H137 1.083
132 C 1.7707 0.8871 -2.5802  C126 1.476, C131 1.476, O133 1.223
133 O 1.7313 1.0020 -3.7974  C132 1.223
134 H -0.2581 0.0932 -2.3997  C126 1.083
135 H -0.1814 -0.1374 0.0796  C127 1.083
136 H 3.8894 1.4136 0.0958  C130 1.083
137 H 3.8126 1.6443 -2.3836  C131 1.083
138 C -3.8297 5.5714 -1.0380  C139 1.337, C144 1.476, H146 1.083
139 C -4.1741 5.1746 -2.2669  C138 1.337, C140 1.476, H147 1.083
140 C -4.2549 6.1329 -3.3868  C139 1.476, O141 1.223, C142 1.476
141 O -4.5720 5.7709 -4.5115  C140 1.223
142 C -3.9391 7.5456 -3.0966  C140 1.476, C143 1.337, H148 1.083
143 C -3.5947 7.9425 -1.8677  C142 1.337, C144 1.476, H149 1.083
144 C -3.5139 6.9842 -0.7478  C138 1.476, C143 1.476, O145 1.223
145 O -3.1968 7.3462 0.3769  C144 1.223
146 H -3.7664 4.8816 -0.2053  C138 1.083
147 H -4.4080 4.1418 -2.4960  C139 1.083
148 H -4.0024 8.2355 -3.9293  C142 1.083
149 H -3.3608 8.9753 -1.6386  C143 1.083
150 C -4.8208 -2.6318 -10.2491  C151 1.337, C156 1.476, H158 1.083
151 C -5.9503 -2.0548 -9.8275  C150 1.337, C152 1.476, H159 1.083
152 C -6.2975 -2.0080 -8.3934  C151 1.476, O153 1.223, C154 1.476
153 O -7.3320 -1.4819 -8.0068  C152 1.223
154 C -5.3480 -2.6216 -7.4438  C152 1.476, C155 1.337, H160 1.083
155 C -4.2185 -3.1986 -7.8655  C154 1.337, C156 1.476, H161 1.083
156 C -3.8713 -3.2454 -9.2995  C150 1.476, C155 1.476, O157 1.223
157 O -2.8368 -3.7715 -9.6862  C156 1.223
158 H -4.5514 -2.6754 -11.2974  C150 1.083
159 H -6.6566 -1.5997 -10.5114  C151 1.083
160 H -5.6174 -2.5780 -6.3956  C154 1.083
161 H -3.5122 -3.6537 -7.1816  C155 1.083
162 C -7.2652 5.8184 -9.3156  C163 1.337, C168 1.476, H170 1.083
163 C -7.1537 4.4889 -9.3949  C162 1.337, C164 1.476, H171 1.083
164 C -6.4637 3.7141 -8.3447  C163 1.476, O165 1.223, C166 1.476
165 O -6.3594 2.4974 -8.4174  C164 1.223
166 C -5.9036 4.4648 -7.2034  C164 1.476, C167 1.337, H172 1.083
167 C -6.0151 5.7943 -7.1242  C166 1.337, C168 1.476, H173 1.083
168 C -6.7051 6.5691 -8.1744  C162 1.476, C167 1.476, O169 1.223
169 O -6.8094 7.7858 -8.1016  C168 1.223
170 H -7.7675 6.4019 -10.0776  C162 1.083
171 H -7.5598 3.9237 -10.2252  C163 1.083
172 H -5.4013 3.8813 -6.4415  C166 1.083
173 H -5.6090 6.3595 -6.2939  C167 1.083

## Properties
- Gap between HOMO and LUMO: 0.2058 hartree
- Total charge: +1
- Electronic energy: -4730.71930 hartree

# 2
This record from the OMol25 dataset describes a single C3H8N2 molecule in a non-equilibrium geometry. The level of theory is ωB97M-V/def2-TZVPD.

Each atom is followed by the atoms it is bonded to, with distances in Å.
Element x y z (Å)
1 H 1.7185 -1.7775 0.0625  N2 1.012
2 N 1.7442 -0.7756 -0.0768  H1 1.012, C3 1.309
3 C 0.6306 -0.0902 -0.0283  N2 1.309, C4 1.489, N5 1.371
4 C 0.6142 1.3970 0.0355  C3 1.489, H7 1.088, H8 1.131, H9 1.117
5 N -0.6277 -0.6212 0.0941  C3 1.371, C6 1.399, H10 1.042
6 C -1.8878 -0.0384 -0.0797  N5 1.399, H11 1.230, H12 1.134, H13 1.053
7 H 0.2562 1.8260 0.9688  C4 1.088
8 H 1.6519 1.8418 -0.0271  C4 1.131
9 H -0.0083 1.7791 -0.8099  C4 1.117
10 H -0.5461 -1.6248 0.3607  N5 1.042
11 H -2.3705 0.3938 0.9655  C6 1.230
12 H -2.6628 -0.8427 -0.2751  C6 1.134
13 H -1.9970 0.5713 -0.9312  C6 1.053

## Properties
- Energy above the lowest of the compared OMol25 structures with the same formula, charge and spin: 43.97 kcal/mol
- Gap between HOMO and LUMO: 0.3503 hartree
- Total charge: 0
- Electronic energy: -228.57858 hartree
- SMILES: [H]/N=C(/C)NC